No. 1
Molecular formula: C24H48O24
Method: DFT, ωB97M-V/def2-TZVPD

E_LUMO = 0.0205 Ha
Kohn-Sham gap = 9.7 eV
Relative energy (zero: lowest compared OMol25 entry of this formula, charge and spin) = 1775.6 kJ/mol
E_tot = -2748.42098 Ha
HOMO = -9.10 eV
F_max = 0.19783 Eh/bohr
SMILES string = COC(=O)OC.COC(=O)OC.COC(=O)OC.COC(=O)OC.COC(=O)OC.COC(=O)OC.COC(=O)OC.COC(=O)OC
2S+1 = 1

Each line ends with the Löwdin charge.
Element x y z (Å)
C1 2.469 4.346 1.021  -0.003
O1 2.423 3.580 2.256  0.001
C2 3.410 2.735 2.541  -0.555
O2 4.516 2.663 2.085  0.166
O3 2.864 1.967 3.546  -0.153
C3 3.591 0.833 4.037  -0.030
H1 2.653 3.758 0.123  0.055
H2 3.229 5.106 1.203  0.108
H3 1.496 4.810 0.856  0.114
H4 4.499 1.159 4.545  0.111
H5 3.778 0.119 3.236  0.082
H6 3.035 0.403 4.870  0.113
C4 -1.163 0.099 -3.140  -0.115
O4 -0.251 1.036 -3.594  -0.030
C5 0.797 0.453 -4.424  -0.440
O5 0.811 -0.593 -5.034  0.141
O6 1.741 1.423 -4.453  0.006
C6 3.022 1.302 -4.929  -0.101
H7 -1.887 0.349 -2.365  0.061
H8 -0.708 -0.862 -2.900  0.083
H9 -1.632 -0.285 -4.046  0.107
H10 3.688 0.814 -4.217  -0.004
H11 3.526 2.216 -5.243  0.098
H12 3.081 0.709 -5.842  0.093
C7 -3.843 -1.386 -1.888  -0.004
O7 -2.483 -1.818 -2.013  -0.060
C8 -1.875 -2.548 -0.998  -0.579
O8 -2.362 -2.985 0.040  0.011
O9 -0.627 -2.731 -1.305  0.028
C9 0.024 -3.695 -0.475  0.002
H13 -3.992 -0.356 -2.211  0.105
H14 -4.158 -1.619 -0.871  0.084
H15 -4.532 -1.890 -2.566  0.101
H16 0.946 -3.923 -1.009  0.101
H17 -0.511 -4.642 -0.400  0.114
H18 0.397 -3.216 0.430  0.101
C10 -1.495 -0.203 0.191  -0.034
O10 -0.193 -0.346 0.696  0.055
C11 0.756 0.582 0.390  -0.518
O11 0.607 1.423 -0.448  0.056
O12 1.886 0.314 1.116  -0.094
C12 2.019 -0.898 1.981  0.024
H19 -2.015 -1.151 0.052  0.043
H20 -1.559 0.338 -0.753  0.085
H21 -2.211 0.235 0.886  0.103
H22 2.747 -0.744 2.777  0.073
H23 2.441 -1.659 1.324  0.087
H24 1.066 -1.144 2.449  0.058
C13 0.838 1.380 3.422  -0.064
O13 -0.411 0.883 3.689  0.093
C14 -0.654 -0.342 3.844  -0.543
O14 0.232 -1.243 3.828  0.042
O15 -1.988 -0.471 4.046  0.031
C15 -2.589 -1.678 4.470  -0.046
H25 0.901 2.449 3.625  0.126
H26 1.073 1.366 2.358  0.095
H27 1.596 0.999 4.107  0.088
H28 -3.281 -2.066 3.723  0.035
H29 -3.266 -1.452 5.294  0.104
H30 -1.977 -2.462 4.916  0.110
C16 -7.001 -3.416 3.625  -0.020
O16 -6.146 -2.457 3.014  0.039
C17 -4.922 -2.785 2.879  -0.677
O17 -4.345 -3.797 3.154  0.159
O18 -4.364 -1.637 2.452  -0.034
C18 -3.306 -1.618 1.458  -0.058
H31 -7.004 -4.162 2.830  0.101
H32 -8.014 -3.021 3.705  0.096
H33 -6.708 -3.865 4.574  0.103
H34 -2.989 -0.593 1.263  0.056
H35 -3.639 -2.185 0.588  0.072
H36 -2.380 -2.114 1.748  0.124
C19 5.719 -1.747 -4.133  -0.073
O19 4.986 -1.799 -2.974  0.015
C20 4.120 -0.900 -2.469  -0.447
O20 3.822 0.194 -2.984  0.075
O21 3.456 -1.504 -1.475  0.052
C21 2.335 -0.917 -0.769  -0.005
H37 6.372 -2.605 -4.296  0.094
H38 6.378 -0.884 -4.232  0.101
H39 5.090 -1.815 -5.021  0.101
H40 2.278 -1.329 0.238  0.037
H41 1.425 -1.166 -1.314  0.115
H42 2.254 0.169 -0.717  0.102
C22 -2.626 4.727 -3.063  -0.025
O22 -1.226 4.393 -2.932  0.004
C23 -0.754 3.466 -2.118  -0.570
O23 -1.447 2.627 -1.543  0.094
O24 0.548 3.709 -2.086  0.061
C24 1.467 2.910 -1.372  -0.098
H43 -3.106 4.841 -2.090  0.091
H44 -3.174 3.972 -3.628  0.089
H45 -2.777 5.673 -3.583  0.088
H46 1.510 3.130 -0.305  0.054
H47 2.455 3.200 -1.729  0.119
H48 1.216 1.863 -1.542  0.046

---

No. 2
Molecular formula: C24H48O24
Method: DFT, ωB97M-V/def2-TZVPD

E_LUMO = 0.0165 Ha
Kohn-Sham gap = 10.2 eV
Relative energy (zero: lowest compared OMol25 entry of this formula, charge and spin) = 1412.0 kJ/mol
E_tot = -2748.55947 Ha
HOMO = -9.72 eV
F_max = 0.34164 Eh/bohr
SMILES string = COC(=O)OC.COC(=O)OC.COC(=O)OC.COC(=O)OC.COC(=O)OC.COC(=O)OC.COC(=O)OC.COC(=O)OC
2S+1 = 1

Each line ends with the Löwdin charge.
Element x y z (Å)
C1 -1.822 -2.154 -0.441  0.019
O1 -2.189 -3.238 -1.328  0.034
C2 -1.370 -3.529 -2.230  -0.632
O2 -0.306 -2.950 -2.584  0.061
O3 -1.856 -4.582 -2.892  -0.008
C3 -1.291 -5.026 -4.100  -0.021
H1 -1.674 -1.304 -0.944  0.026
H2 -1.016 -2.558 0.246  0.122
H3 -2.791 -1.922 0.252  0.149
H4 -2.050 -5.611 -4.607  0.106
H5 -0.344 -5.506 -3.853  0.115
H6 -1.289 -4.218 -4.664  0.035
C4 0.746 0.656 -2.319  0.004
O4 2.193 0.610 -2.158  0.064
C5 2.690 0.571 -1.026  -0.655
O5 2.125 0.261 0.006  0.079
O6 4.066 0.733 -0.928  -0.059
C6 4.854 0.445 0.278  -0.003
H7 0.168 1.107 -1.412  0.112
H8 0.239 -0.364 -2.599  0.107
H9 0.415 1.217 -3.149  0.057
H10 5.991 0.131 0.003  0.148
H11 4.201 -0.288 0.878  0.100
H12 4.758 1.351 0.654  0.025
C7 -4.367 -1.939 -3.648  -0.080
O7 -3.528 -1.974 -4.733  0.008
C8 -2.486 -1.016 -4.974  -0.536
O8 -2.204 -0.295 -4.012  0.082
O9 -2.084 -0.962 -6.150  0.077
C9 -1.107 0.042 -6.470  0.024
H13 -4.092 -1.585 -2.653  0.107
H14 -4.697 -2.851 -3.339  0.080
H15 -5.124 -1.449 -3.820  0.011
H16 -1.455 0.987 -6.682  0.074
H17 -0.615 -0.378 -7.460  0.152
H18 -0.401 0.085 -5.740  0.055
C10 3.239 -2.807 -1.696  0.008
O10 4.671 -2.821 -1.960  -0.034
C11 5.561 -2.884 -0.955  -0.528
O11 5.264 -2.813 0.214  0.095
O12 6.917 -3.031 -1.383  -0.062
C12 8.034 -3.003 -0.361  0.013
H19 3.019 -2.167 -2.663  0.148
H20 3.149 -2.081 -0.916  0.058
H21 2.739 -3.732 -1.501  0.088
H22 8.751 -3.656 -1.036  0.150
H23 7.887 -3.510 0.464  0.016
H24 8.167 -2.049 0.001  0.059
C13 -5.044 1.270 5.150  0.008
O13 -4.028 1.290 4.129  0.005
C14 -4.258 1.070 2.912  -0.614
O14 -5.334 0.816 2.379  0.100
O15 -3.092 1.171 2.175  -0.032
C15 -3.190 1.271 0.786  -0.076
H25 -5.503 0.294 5.023  0.099
H26 -5.734 2.379 5.157  0.183
H27 -4.502 1.517 6.001  0.046
H28 -2.154 1.182 0.401  0.093
H29 -3.667 2.293 0.729  0.125
H30 -3.796 0.574 0.220  0.080
C16 0.529 1.553 2.409  -0.133
O16 -0.321 1.716 3.438  -0.048
C17 -0.709 3.000 3.909  -0.452
O17 -0.197 4.008 3.449  0.096
O18 -1.741 3.060 4.819  -0.059
C18 -2.070 4.271 5.541  -0.042
H31 0.610 0.442 2.138  0.108
H32 1.630 1.879 2.676  0.124
H33 0.198 2.104 1.522  0.086
H34 -3.022 4.045 6.138  0.094
H35 -2.664 4.952 4.877  0.107
H36 -1.285 4.503 6.299  0.112
C19 2.064 -3.273 2.725  0.121
O19 2.380 -1.798 2.771  0.078
C20 3.055 -1.264 3.691  -0.523
O20 3.428 -1.772 4.811  0.031
O21 3.504 0.044 3.458  -0.092
C21 4.153 0.961 4.290  -0.057
H37 2.686 -3.906 2.181  0.101
H38 1.139 -3.310 2.281  0.087
H39 2.180 -3.639 3.478  -0.049
H40 5.187 0.606 4.287  0.101
H41 3.714 0.771 5.271  0.096
H42 3.996 1.958 3.936  0.083
C22 -3.329 2.325 -2.824  -0.054
O22 -3.342 3.519 -2.112  0.035
C23 -2.386 3.733 -1.270  -0.525
O23 -1.405 2.974 -1.153  0.057
O24 -2.469 4.962 -0.567  -0.041
C24 -1.462 5.461 0.317  -0.072
H43 -2.490 2.294 -3.335  0.019
H44 -4.213 2.307 -3.686  0.171
H45 -3.356 1.411 -2.247  0.081
H46 -1.583 5.040 1.273  0.040
H47 -1.371 6.653 0.647  0.147
H48 -0.424 5.344 -0.110  0.102

---

No. 3
Molecular formula: C24H49BrN3O2SbSe6SiTi
Method: DFT, ωB97M-V/def2-TZVPD

E_LUMO (spin up / spin down) = -0.0285 / -0.0285 Ha
Kohn-Sham gap (spin up / spin down) = 6.4 / 6.4 eV
Relative energy (zero: lowest compared OMol25 entry of this formula, charge and spin) = 0.0 kJ/mol
E_tot = -19620.45719 Ha
HOMO (spin up / spin down) = -7.16 / -7.16 eV
F_max = 0.01430 Eh/bohr
2S+1 = 1

Each line ends with the Löwdin charge.
Element x y z (Å)
Ti1 0.464 0.307 0.174  0.405
C1 2.355 -3.373 3.377  -0.036
C2 2.746 -2.834 2.042  -0.238
C3 3.275 -3.648 1.045  0.004
C4 3.623 -3.110 -0.178  -0.102
C5 3.366 -1.767 -0.396  -0.724
Br1 4.009 -1.007 -2.022  0.797
N1 2.785 -0.969 0.496  -0.012
C6 2.542 -1.499 1.712  -0.161
H1 3.162 -3.964 3.808  0.089
H2 1.469 -4.007 3.279  0.094
H3 2.082 -2.571 4.061  0.023
H4 3.433 -4.702 1.234  0.131
H5 4.083 -3.706 -0.952  0.106
H6 2.123 -0.832 2.447  0.080
C7 4.269 4.888 2.946  -0.412
Se1 2.596 3.986 2.554  0.962
C8 3.386 2.307 1.932  -0.529
C9 3.822 2.285 0.475  -0.502
Se2 2.454 2.041 -0.902  0.910
C10 1.648 3.812 -0.995  -0.346
H7 4.813 4.343 3.714  0.023
H8 4.015 5.878 3.320  0.016
H9 4.877 4.995 2.051  0.019
H10 2.677 1.515 2.156  0.030
H11 4.265 2.147 2.560  0.073
H12 4.489 1.440 0.295  0.051
H13 4.355 3.195 0.201  0.064
H14 2.413 4.517 -1.310  0.034
H15 1.227 4.094 -0.039  -0.016
H16 0.871 3.753 -1.753  0.019
C11 -0.509 2.218 4.680  -0.065
O1 0.152 1.900 3.432  -0.056
C12 -0.453 2.123 2.304  -0.608
O2 0.235 1.998 1.255  -0.205
N2 -1.726 2.523 2.297  0.040
N3 -2.328 2.847 1.079  0.096
H17 0.205 1.941 5.443  0.074
H18 -1.405 1.611 4.801  0.021
H19 -0.720 3.287 4.706  0.105
H20 -2.303 2.270 3.095  0.066
H21 -2.608 3.817 1.113  0.101
H22 -3.142 2.261 0.954  0.063
C13 -1.406 -3.122 -3.189  -0.088
C14 -0.462 -2.304 -2.291  -0.614
C15 0.008 -3.233 -1.164  -0.112
C16 0.773 -1.963 -3.128  -0.131
Si1 -1.314 -0.665 -1.658  0.822
C17 -3.127 -1.056 -1.027  -0.606
C18 -4.139 -1.187 -2.175  -0.094
C19 -3.176 -2.378 -0.234  -0.124
C20 -3.638 0.027 -0.073  -0.151
C21 -1.390 0.642 -3.108  -0.625
C22 -2.276 1.814 -2.650  -0.107
C23 -0.021 1.265 -3.385  -0.128
C24 -1.934 0.129 -4.440  -0.091
H23 -0.846 -3.954 -3.631  0.090
H24 -1.818 -2.535 -4.012  0.063
H25 -2.235 -3.554 -2.630  0.065
H26 0.425 -4.142 -1.612  0.091
H27 -0.791 -3.527 -0.486  0.065
H28 0.793 -2.780 -0.557  0.032
H29 1.339 -2.877 -3.338  0.090
H30 1.448 -1.278 -2.611  -0.006
H31 0.516 -1.511 -4.087  0.069
H32 -3.840 -1.920 -2.924  0.065
H33 -4.325 -0.237 -2.679  0.062
H34 -5.092 -1.523 -1.755  0.092
H35 -3.213 -3.248 -0.892  0.073
H36 -4.084 -2.401 0.377  0.092
H37 -2.349 -2.518 0.463  -0.027
H38 -3.729 1.004 -0.550  0.053
H39 -2.985 0.093 0.801  -0.016
H40 -4.627 -0.262 0.296  0.088
H41 -1.980 2.191 -1.664  0.062
H42 -3.333 1.547 -2.604  0.063
H43 -2.184 2.641 -3.363  0.087
H44 0.367 1.735 -2.485  -0.014
H45 -0.125 2.058 -4.135  0.093
H46 0.731 0.564 -3.747  0.067
H47 -2.933 -0.299 -4.357  0.065
H48 -1.281 -0.621 -4.890  0.066
H49 -1.992 0.966 -5.147  0.088
Se3 -2.368 -3.959 3.422  -0.118
Sb1 -2.024 -1.712 4.053  -0.204
Se4 -0.545 -1.034 1.582  0.403
Se5 -0.178 -1.149 5.438  -0.058
Se6 -3.732 -0.035 3.760  -0.072